No. 1
21
Properties=species:S:1:pos:R:3:forces:R:3 method="wB97M-V/def2-TZVPD" lumo_ev=0.99 charge=0 smiles=C1CC2(C1)CCNC2 energy_ha=-329.049595 e_above_lowest_kcal_mol=139.22 homo_ha=-0.309 orbital_gap_ev=9.41
C -2.186457 -0.310285 -0.138962 -3.9 -1.7 0.4
C -1.264238 -0.169023 1.030443 -0.4 4.4 3.2
C -0.151034 0.222012 0.040922 -0.1 -2.2 5.9
C -1.117699 0.608464 -0.923546 -3.8 -3.5 -3.8
C 0.918670 1.204279 0.432319 1.5 1.9 -3.2
C 2.136087 0.309607 -0.335824 1.1 3.3 6.2
N 1.918532 -0.986365 0.150481 -4.3 -0.3 -8.1
C 0.387813 -1.215755 -0.265132 6.1 0.9 -0.1
H -2.214327 -1.429556 -0.474556 0.4 2.0 0.0
H -3.417911 -0.162458 0.032486 3.4 0.4 -0.5
H -0.957056 -0.886462 1.776996 -0.5 -0.6 0.1
H -1.588149 0.852929 1.685212 0.7 -2.6 -1.6
H -0.952840 -0.275636 -1.711918 -0.3 3.7 -0.6
H -1.375293 1.674064 -1.041857 0.2 -0.8 -0.6
H 0.609528 2.096437 -0.247106 1.0 -1.0 0.9
H 1.190002 1.804373 1.381667 -0.8 -2.2 -0.8
H 1.977262 0.615001 -1.317756 0.3 -0.6 -2.1
H 3.086962 0.681010 0.160035 -0.7 -0.2 -1.4
H 2.228080 -1.192297 0.977663 1.7 -1.2 5.9
H 0.626723 -1.213441 -1.346796 -0.9 -0.8 0.2
H 0.145348 -2.226898 0.135221 -0.8 1.2 -0.2

---

No. 2
24
Properties=species:S:1:pos:R:3:forces:R:3 method="wB97M-V/def2-TZVPD" lumo_ev=0.11 charge=0 smiles="CNSc1ccc(C)cc1.O=P" energy_ha=-1181.532228 e_above_lowest_kcal_mol=57.03 homo_ha=-0.295 orbital_gap_ev=8.15
C -3.482291 -1.015320 0.857495 0.0 -0.3 0.1
N -3.237823 0.243746 0.174551 -0.2 0.3 -0.4
S -2.547343 0.104382 -1.385289 -0.1 -0.3 0.1
C -0.839275 0.069477 -0.939150 -0.1 0.1 0.1
C -0.398731 0.688752 0.221827 0.0 -0.1 -0.1
C 0.953544 0.779001 0.484035 0.1 -0.1 -0.2
C 1.896450 0.262702 -0.397115 0.0 0.1 0.0
C 3.357264 0.479811 -0.153327 0.0 -0.1 0.1
C 1.443039 -0.452551 -1.503495 0.0 0.4 -0.1
C 0.077390 -0.550910 -1.779533 -0.2 0.4 0.0
H -2.540317 -1.561858 0.911781 0.0 0.0 0.1
H -3.817610 -0.790455 1.871384 0.0 -0.1 0.0
H -4.232873 -1.646601 0.368694 0.1 0.0 0.0
H -4.086277 0.792779 0.091611 0.2 0.1 0.0
H -1.125871 1.121058 0.892799 0.0 0.0 0.0
H 1.283480 1.296912 1.371328 0.1 0.1 0.1
H 3.526888 1.496609 0.197619 0.1 0.0 0.0
H 3.721795 -0.203225 0.613253 0.1 -0.1 0.1
H 3.931600 0.320135 -1.062133 0.1 0.0 0.0
H 2.147722 -0.865327 -2.210502 0.1 0.0 -0.1
H -0.265373 -1.044815 -2.676575 0.0 -0.1 -0.1
O 0.428827 -2.269329 0.997039 -0.6 0.4 1.4
P 0.871555 -2.720243 -0.319156 0.5 -0.8 -1.1
H 2.334807 -2.628596 -0.258419 0.0 0.0 -0.1

---

No. 3
16
Properties=species:S:1:pos:R:3:forces:R:3 method="wB97M-V/def2-TZVPD" lumo_ev=0.33 charge=0 smiles="O=CCNCO.O" energy_ha=-400.096700 e_above_lowest_kcal_mol=78.31 homo_ha=-0.351 orbital_gap_ev=9.88
O 1.038008 1.382398 -1.800719 0.7 0.7 1.6
C 1.288965 1.932322 -0.731647 -1.1 -0.1 -2.4
C 0.843704 1.501975 0.611302 0.5 -0.7 1.3
N -0.582111 1.232752 0.699183 -1.1 -0.6 -1.8
C -0.915875 -0.011930 -0.118851 2.4 1.0 -1.0
O -0.541856 -1.061268 0.721483 2.5 -3.1 -0.6
H 1.793143 2.892777 -0.725065 0.7 0.4 -0.3
H 1.251014 2.227605 1.325378 -0.9 0.3 0.0
H 1.515541 0.667722 0.868009 -0.2 -0.6 -0.1
H -0.940265 1.042448 1.638279 0.6 0.2 -0.3
H -1.971796 -0.145802 -0.488651 1.0 0.7 0.8
H -0.142630 -0.112375 -0.999803 -2.3 1.0 1.2
H 0.375867 -1.400372 0.358960 -2.9 0.9 1.5
O -1.230956 -3.630019 -0.679994 -0.8 3.7 0.3
H -0.447010 -3.945848 -0.222791 0.0 0.3 0.2
H -1.333741 -2.572385 -0.455075 0.7 -4.2 -0.4

---

No. 4
35
Properties=species:S:1:pos:R:3:forces:R:3 method="wB97M-V/def2-TZVPD" lumo_ev="-4.48 / -4.49" charge=+1 energy_ha=-3665.510528 e_above_lowest_kcal_mol=12.98 homo_ha="-0.429 / -0.429" orbital_gap_ev="7.19 / 7.19"
Rh 0.887646 -0.621849 0.930527 -0.9 -0.6 0.3
N -0.886565 -1.457006 4.523595 0.0 0.0 0.0
C -0.105460 -1.029697 3.544539 0.0 0.2 0.0
O -0.552184 -0.940670 2.375394 0.0 -0.4 0.0
C 1.319131 -0.632905 3.790423 0.0 -0.4 0.0
C 2.094740 -0.978274 2.519994 0.4 1.2 0.0
H -1.843994 -1.701098 4.322029 0.0 0.0 0.0
H -0.555240 -1.522413 5.470031 0.0 0.0 0.0
H 1.720378 -1.100880 4.692694 0.0 0.0 0.0
H 1.331549 0.447372 3.950413 -0.1 0.0 0.0
H 2.244846 -2.063414 2.420932 0.0 0.0 -0.2
H 3.046826 -0.458867 2.446481 0.1 -0.2 0.3
N 3.386087 1.237544 -3.254383 0.0 0.2 0.1
N 3.258008 0.575590 -2.059292 0.0 0.0 0.0
N 4.293990 0.054793 -1.443148 -0.1 0.0 0.0
C 3.738603 -0.374612 -0.320971 0.1 0.1 0.1
N 2.432149 -0.096937 -0.289388 -0.2 -0.2 -0.6
N 2.134830 0.511444 -1.433699 0.0 0.0 0.1
H 4.193264 0.868452 -3.740750 -0.1 -0.1 -0.1
H 2.518830 1.163666 -3.770776 0.0 -0.1 -0.1
H 4.284906 -0.868712 0.462236 0.0 0.0 0.0
Br -2.797990 -2.391736 -2.030527 0.0 0.0 0.0
C -2.980146 -0.514970 -2.042562 -0.1 0.0 0.0
C -4.020283 0.000417 -2.802060 0.0 0.0 0.0
C -4.236610 1.367639 -2.855145 0.0 0.0 0.0
C -3.420416 2.237557 -2.143640 0.0 0.0 0.0
C -2.387902 1.725750 -1.384990 0.0 0.0 0.0
C -2.149098 0.348254 -1.326484 0.0 0.1 0.1
C -1.009065 -0.080033 -0.509011 0.1 0.2 0.0
O -0.521846 -1.241916 -0.463483 0.1 0.2 -0.2
O -0.376549 0.774583 0.227134 0.3 -0.1 0.0
H -4.660414 -0.677848 -3.347828 0.0 0.0 0.0
H -5.050629 1.751621 -3.455376 0.0 0.0 0.0
H -3.589605 3.304420 -2.181392 0.0 0.0 0.0
H -1.741788 2.384734 -0.821518 0.0 0.0 0.0

---

No. 5
32
Properties=species:S:1:pos:R:3:forces:R:3 method="wB97M-V/def2-TZVPD" lumo_ev=-0.26 charge=0 energy_ha=-670.928604 e_above_lowest_kcal_mol=183.71 homo_ha=-0.261 orbital_gap_ev=6.85
C -1.785769 -1.711870 -2.025247 0.0 -0.4 1.1
C -1.289628 -0.763155 -0.886398 0.0 -0.6 -1.1
C 0.009274 -1.263572 -0.234938 -0.2 0.2 -1.1
O 1.095548 -1.429197 -1.261434 -1.3 -0.6 2.2
C 2.204320 -1.929378 -0.551672 0.8 -0.2 -0.7
N -1.220893 0.605848 -1.302284 1.4 -1.3 -4.0
H -2.833683 -1.549970 -2.277756 0.1 0.4 0.0
H -1.760814 -2.710703 -1.589583 0.0 -0.3 0.0
H -1.204204 -1.790752 -2.943748 0.2 0.5 0.1
H -2.069649 -0.788754 -0.125473 0.0 -0.3 0.4
H -0.274398 -2.166846 0.305190 0.6 -0.8 -0.3
H 0.313941 -0.550127 0.530750 0.1 -0.6 -0.7
H 1.983155 -2.748828 0.132203 -0.4 0.1 0.3
H 2.749919 -1.134594 -0.042998 -0.1 0.1 0.4
H 2.944446 -2.375446 -1.215997 -0.2 0.1 -0.6
H -0.584215 0.587373 -2.086111 0.4 0.1 -0.6
H -0.721245 1.070317 -0.557480 -0.4 -1.0 -2.7
O 2.113360 0.610368 1.620950 5.1 2.2 -2.1
H 2.650589 0.058728 2.189558 0.5 -0.1 0.4
H 2.745592 1.110576 1.104901 0.1 0.3 -0.6
O -0.235724 3.269605 -0.109961 0.2 6.1 -2.3
H 0.488807 3.892910 -0.057343 0.4 0.2 -0.1
H -1.022463 3.814741 -0.100373 -0.8 -0.3 0.0
O -2.399539 1.574781 0.110886 -4.2 2.0 1.6
H -1.600012 1.394232 0.605238 -0.2 -0.2 1.0
H -3.084910 1.634325 0.776439 -0.5 0.2 0.5
O -0.158707 1.307011 0.656649 3.1 -3.1 5.2
H -0.070477 2.185475 0.286834 0.2 0.1 0.3
H 0.465635 1.288151 1.381958 -0.5 0.0 0.2
O 0.615208 -0.323426 2.814597 -2.1 -1.8 2.6
H 0.788921 -1.259609 2.716565 -0.4 -0.3 0.1
H 1.147611 0.091786 2.136078 -2.1 -0.9 0.6

---

No. 6
52
Properties=species:S:1:pos:R:3:forces:R:3 method="wB97M-V/def2-TZVPD" lumo_ev="-10.39 / -11.63" charge=+2 energy_ha=-2242.286626 homo_ha="-0.527 / -0.527" multiplicity=6 orbital_gap_ev="3.97 / 2.72"
C 0.781612 -2.788897 1.550662 -0.3 -0.4 -1.0
C 1.198318 -1.377050 0.863266 -1.3 -0.9 3.3
C 2.256699 -0.749381 1.927260 0.0 -0.1 0.3
C -0.158443 -0.538949 0.799207 0.0 -0.9 -0.2
C -0.276693 0.565201 -0.346501 -0.6 0.7 -0.5
C -1.776306 0.781472 -0.884937 -0.2 0.3 -0.9
C -2.545947 -0.556235 -1.269952 0.4 -0.5 0.2
C -3.609324 -1.046798 -0.201364 -1.4 -1.0 1.6
N -4.618982 -1.987273 -0.677816 2.3 0.4 0.4
O -3.643888 -0.715171 0.988854 0.7 0.0 -2.8
C 0.457625 1.892752 0.144432 0.5 0.4 0.0
C -0.378209 2.985237 0.926812 0.5 1.1 0.9
O -1.345392 3.697199 0.105782 0.1 -1.4 0.9
C -0.960040 2.558055 2.348498 0.1 1.2 0.0
N -2.156593 1.674438 2.295593 1.2 0.5 0.3
C 0.529904 0.120495 -1.695412 1.0 -1.5 0.8
C 1.920659 -0.657185 -1.415209 1.2 0.9 -2.4
C 3.160070 0.346417 -1.167361 -0.4 0.4 -0.2
C 2.307701 -1.385924 -2.846870 0.0 0.5 0.7
N 1.806679 -1.756040 -0.440515 1.2 0.8 1.6
O 2.929898 -2.370802 -0.217756 -1.0 0.3 -1.4
H 0.085359 -2.641207 2.428684 0.9 0.1 -1.0
H 1.680117 -3.386121 1.882551 -0.9 0.9 -0.4
H 0.242070 -3.422798 0.763713 0.6 0.9 1.1
H 1.786936 0.110430 2.517827 0.7 -1.0 -1.1
H 3.239847 -0.455698 1.457018 -1.1 -0.1 0.6
H 2.513208 -1.530686 2.721055 -0.3 1.0 -1.3
H -1.004983 -1.309754 0.785856 1.0 1.3 -0.4
H -0.254669 -0.044402 1.824272 0.1 -0.4 -1.7
H -1.659070 1.380121 -1.858750 -0.2 -0.6 1.3
H -2.420657 1.407823 -0.208211 1.0 -0.9 -0.4
H -3.049271 -0.487966 -2.284616 0.5 0.0 1.3
H -1.767376 -1.398726 -1.338211 -1.2 0.8 0.0
H -4.176000 -2.735709 -1.225685 -0.4 0.6 -0.2
H -5.064648 -2.452409 0.122548 0.1 0.6 -0.3
H 0.972957 2.437742 -0.725316 -0.9 -0.6 1.0
H 1.319774 1.585002 0.833919 -1.2 0.4 -0.8
H 0.384573 3.807734 1.180501 -0.8 -1.3 -0.3
H -2.235635 3.537339 0.487458 0.7 0.1 -0.4
H -1.293642 3.532881 2.850535 0.8 -1.2 -0.7
H -0.113550 2.130466 2.981292 -1.0 0.5 -0.8
H -2.931594 2.188711 2.720222 0.2 -0.7 0.0
H -1.930896 0.855879 2.870789 -0.8 0.3 -0.4
H -0.094198 -0.548731 -2.384501 0.1 0.5 0.9
H 0.805954 1.073515 -2.336054 -0.6 0.3 1.5
H 3.121335 1.132129 -2.004993 0.2 -0.8 1.1
H 4.165901 -0.163250 -1.233659 -1.3 0.3 0.1
H 3.095018 0.913738 -0.196656 0.0 -0.7 -1.1
H 2.814572 -0.522793 -3.476323 1.3 -1.6 0.5
H 3.103435 -2.181561 -2.739075 -0.8 0.9 -0.2
H 1.386385 -1.782363 -3.401074 0.8 -0.2 0.5
Fe 1.399402 0.279101 -3.801788 -1.4 0.2 -0.2